{
  "formula": "C7H14N2P",
  "method": "ωB97M-V with the def2-TZVPD basis set",
  "species": ["C", "C", "C", "C", "C", "C", "C", "N", "N", "P", "H", "H", "H", "H", "H", "H", "H", "H", "H", "H", "H", "H", "H", "H"],
  "xyz": [[0.547039, 1.095069, -0.514531], [0.033673, -2.277440, -1.529688], [-1.073594, -1.220178, -1.552393], [1.380772, -1.703571, -1.090037], [-0.523647, -0.070434, -2.368833], [1.836493, -0.412849, -1.814591], [-1.167305, 2.031485, 4.832383], [0.376853, 1.595038, 0.502707], [0.666403, 0.446460, -1.649861], [-1.464732, 3.657723, 3.985684], [-0.217777, -2.951568, -0.810532], [0.038773, -2.843014, -2.452685], [-1.900885, -1.610869, -2.066558], [-1.423525, -0.917061, -0.513011], [1.171811, -1.343310, -0.096149], [2.125649, -2.425722, -1.131767], [-0.243397, -0.164210, -3.392608], [-1.240539, 0.752930, -2.359965], [2.734084, 0.307668, -1.489880], [2.009102, -0.573315, -2.828502], [-0.277669, 1.459400, 4.414375], [-2.096988, 1.607820, 4.929330], [-0.879865, 2.151315, 5.925331], [-0.410730, 3.408631, 3.071782]],
  "atomic_forces_ev_per_a": [[-0.408, -0.981, -1.104], [0.251, 1.691, -1.152], [1.107, -0.015, 0.018], [-0.146, 1.766, -0.271], [-0.904, 2.345, 2.451], [0.523, 1.553, 2.189], [3.925, 2.034, -0.023], [-0.187, 1.022, 1.521], [0.225, 0.821, -1.641], [0.633, -1.814, 0.693], [-0.620, -2.223, 2.091], [0.264, 0.161, -0.492], [-1.402, -0.660, -0.522], [0.672, -0.067, -1.295], [0.484, -0.324, 0.858], [1.355, -1.467, 0.315], [0.204, -0.921, -0.661], [-0.121, 0.052, -0.124], [-1.517, -2.427, -0.015], [0.099, -0.224, -1.931], [-1.696, 0.438, 0.133], [-2.401, -1.625, -0.016], [-0.380, 0.490, -0.819], [0.038, 0.376, -0.202]],
  "mulliken_charge": [0.63, -0.65, -0.49, -0.63, -0.76, -0.71, -0.86, -0.56, -0.24, 0.53, 0.36, 0.37, 0.35, 0.26, 0.28, 0.45, 0.36, 0.36, 0.32, 0.32, 0.36, 0.36, 0.38, 0.22],
  "e_lumo_ha": -0.307,
  "fmax_ha_per_bohr": 0.0860,
  "charge": 1,
  "e_above_lowest_ev": 4.211
}

{
  "formula": "C7H14N2S2",
  "method": "ωB97M-V with the def2-TZVPD basis set",
  "species": ["C", "C", "C", "C", "C", "C", "C", "N", "N", "S", "S", "H", "H", "H", "H", "H", "H", "H", "H", "H", "H", "H", "H", "H", "H"],
  "xyz": [[-3.512881, 0.153311, 0.226408], [-0.409470, -1.731744, -0.104771], [-1.919370, -2.017976, -0.180379], [2.379474, -1.241508, -0.766482], [1.405025, 2.571733, 1.022787], [1.625685, 0.104044, -0.798670], [0.267521, 1.823612, 0.187042], [-0.271467, -0.385652, 0.452174], [0.573435, 0.415584, -0.096934], [-4.363917, 1.526636, 0.331316], [-2.896385, -0.774226, -1.055378], [0.041711, -2.446275, 0.571635], [0.077815, -1.717732, -1.117545], [-2.101125, -2.884336, -0.834684], [-2.299072, -2.132947, 0.907057], [3.423315, -0.880186, -0.991747], [2.418033, -1.821666, 0.098561], [2.119155, -1.889368, -1.551828], [2.317571, 2.564974, 0.546506], [0.887869, 3.575723, 1.069556], [1.408623, 2.372005, 2.043590], [2.284233, 0.855194, -1.179078], [-2.883135, -0.273716, 1.083798], [-0.609209, 1.816528, 0.820847], [0.036575, 2.417990, -0.683787]],
  "atomic_forces_ev_per_a": [[2.194, -0.116, 1.868], [0.268, 1.798, -0.817], [-0.095, -0.380, 0.919], [1.261, 2.972, -1.370], [-4.738, 1.310, -1.488], [1.283, -1.543, 0.219], [1.404, 0.907, 2.027], [-1.369, -0.645, 0.715], [0.294, -0.090, -0.395], [-0.150, -0.475, -0.315], [-0.395, 0.009, -0.927], [0.265, -0.543, -0.192], [-0.646, -0.535, 0.758], [0.075, -0.216, 0.822], [0.290, -0.096, -1.968], [-0.764, -0.807, 0.298], [-0.317, -0.499, 1.836], [-0.374, -0.876, -1.173], [2.012, 0.255, -0.837], [1.255, -0.370, -0.434], [0.364, -1.341, 1.639], [-0.505, 0.889, -0.115], [-1.538, 0.957, -0.363], [-0.223, -0.229, -0.124], [0.150, -0.334, -0.584]],
  "mulliken_charge": [-0.08, -0.33, -0.93, -1.39, -1.05, 0.13, -0.60, -0.86, 0.70, -0.24, -0.04, 0.25, 0.32, 0.45, 0.36, 0.33, 0.35, 0.41, 0.35, 0.32, 0.37, 0.37, 0.18, 0.31, 0.31],
  "e_lumo_ha": 0.006,
  "fmax_ha_per_bohr": 0.0999,
  "e_above_lowest_ev": 4.311
}

{
  "formula": "C7H14N2Si",
  "method": "ωB97M-V with the def2-TZVPD basis set",
  "species": ["C", "C", "C", "C", "C", "C", "C", "N", "N", "Si", "H", "H", "H", "H", "H", "H", "H", "H", "H", "H", "H", "H", "H", "H"],
  "xyz": [[1.423772, 0.821107, 0.044034], [1.281416, -0.539551, 0.089000], [1.875786, 1.980377, 0.065456], [2.244795, 3.214650, -0.054492], [2.443280, -1.292680, 0.766201], [0.175132, -2.552568, -0.562128], [-2.607248, 1.955575, -0.368471], [0.156893, -1.131506, -0.497961], [-1.511604, 1.242279, -1.036193], [-1.381731, -0.425055, -0.849630], [-0.619930, 1.804925, -0.929427], [1.724391, 4.048519, -0.406790], [3.261679, 3.413800, 0.305925], [2.966205, -0.544622, 1.361606], [3.109897, -1.573797, -0.063743], [2.227288, -2.147197, 1.369965], [1.103419, -2.930981, -0.158368], [-0.725648, -2.969188, 0.030341], [0.071239, -3.014237, -1.665941], [-3.164553, 1.192135, 0.109380], [-2.323083, 2.594123, 0.458812], [-2.960307, 2.784878, -1.109284], [-1.907719, -1.074088, -1.924884], [-2.081611, -0.977244, 0.361811]],
  "atomic_forces_ev_per_a": [[-0.298, -3.560, 0.484], [-0.506, 2.365, -0.098], [-0.747, 0.479, -0.547], [2.471, 0.313, 1.076], [-0.016, 1.146, -1.479], [-1.967, -2.431, -1.451], [1.035, 2.151, -1.601], [2.395, 0.366, 0.182], [2.236, 2.201, 0.800], [0.219, 0.240, 2.606], [-1.341, -1.208, -0.466], [-1.020, 0.790, -0.725], [-0.351, 0.232, -0.010], [-0.019, -0.192, -0.022], [0.032, -0.243, 0.392], [-0.457, -0.481, 0.294], [-0.107, -0.288, 0.072], [1.383, 0.260, -0.761], [0.219, 1.208, 2.227], [-1.959, -0.191, -0.193], [0.834, -0.062, 0.465], [-0.701, -2.066, 1.149], [-0.867, -1.437, -2.221], [-0.467, 0.407, -0.175]],
  "mulliken_charge": [0.18, 0.86, 0.35, -1.45, -1.58, -1.15, -0.89, 0.32, -0.19, -0.01, 0.18, 0.32, 0.23, 0.37, 0.36, 0.46, 0.42, 0.31, 0.24, 0.40, 0.26, 0.25, -0.15, -0.11],
  "e_lumo_ha": 0.031,
  "fmax_ha_per_bohr": 0.0701,
  "e_above_lowest_ev": 4.707,
  "smiles": "C=C=C=C(C)N(C)[SiH2]NC"
}

{
  "formula": "C7H14N3OSr",
  "method": "ωB97M-V with the def2-TZVPD basis set",
  "species": ["C", "Sr", "N", "H", "H", "H", "H", "H", "H", "H", "H", "N", "C", "O", "C", "C", "C", "N", "C", "C", "H", "H", "H", "H", "H", "H"],
  "xyz": [[-2.217926, 1.102981, -3.878811], [-0.112632, 1.760355, -2.444260], [0.539578, -0.606786, -3.133037], [-1.957142, 3.069498, -1.509531], [1.808045, 2.693968, -1.370671], [-2.909227, 1.961288, -3.815827], [-2.751878, 0.140788, -3.760192], [-1.646367, 1.166191, -4.825418], [-0.007442, -1.170684, -2.477303], [1.496576, -0.965107, -3.091361], [0.185508, -0.841695, -4.062384], [0.327523, -1.653247, 4.648360], [1.188642, -0.902796, 3.887362], [2.297194, -0.563258, 4.297549], [0.725197, -0.554708, 2.490044], [-0.405041, -1.082694, 1.840151], [-0.721389, -0.647510, 0.549061], [0.037983, 0.248031, -0.133041], [1.140581, 0.705499, 0.484029], [1.510198, 0.346959, 1.764618], [0.604352, -1.790978, 5.611584], [-0.659229, -1.742694, 4.422946], [-1.040921, -1.826659, 2.317809], [-1.616572, -1.025049, 0.050996], [1.769695, 1.409256, -0.060463], [2.414696, 0.769040, 2.197783]],
  "atomic_forces_ev_per_a": [[0.203, -0.182, 0.064], [-1.123, 1.357, 0.770], [0.445, -1.287, -0.392], [0.357, 0.069, 0.228], [0.400, 0.070, -0.339], [0.216, -0.403, 0.014], [0.066, 0.278, -0.429], [-0.361, -0.298, -0.345], [0.117, 0.270, -0.195], [-0.242, 0.117, 0.063], [-0.068, 0.195, 0.248], [-0.080, 0.134, 0.052], [0.554, 0.047, 0.091], [-1.209, -0.420, -0.295], [0.158, 0.249, -0.594], [0.152, 0.245, 0.046], [0.666, 0.521, 0.048], [-0.166, -0.795, 0.908], [-0.176, -0.232, -0.054], [-0.204, -0.447, 0.732], [-0.104, 0.032, -0.236], [0.580, 0.142, 0.036], [0.086, 0.160, -0.135], [0.259, 0.189, 0.040], [-0.270, 0.127, -0.320], [-0.255, -0.141, -0.005]],
  "mulliken_charge": [-1.24, 0.44, -0.75, -0.28, -0.29, 0.19, 0.13, 0.28, 0.23, 0.20, 0.27, -0.37, 0.31, -0.63, 0.87, -0.52, -0.71, -0.18, 0.22, -0.79, 0.24, 0.19, 0.26, 0.40, 0.14, 0.39],
  "e_lumo_ha": 0.080,
  "fmax_ha_per_bohr": 0.0374,
  "charge": -1,
  "e_above_lowest_ev": 0.137
}

{
  "formula": "C7H14N4OP",
  "method": "ωB97M-V with the def2-TZVPD basis set",
  "species": ["C", "C", "C", "C", "C", "C", "C", "N", "N", "N", "N", "O", "P", "H", "H", "H", "H", "H", "H", "H", "H", "H", "H", "H", "H", "H", "H"],
  "xyz": [[3.387639, -1.573418, 1.355089], [2.997457, -1.908114, 0.092432], [2.649351, -0.711110, 2.136794], [1.857543, -1.411032, -0.432729], [1.452112, -0.233855, 1.610644], [1.086505, -0.632938, 0.360708], [-0.323621, -0.283824, -0.191669], [-2.515694, 0.691869, -2.184624], [-1.739589, 3.110133, -1.271640], [-0.481319, 1.072893, -0.610395], [-1.434790, -0.729271, 0.959863], [-3.092132, 1.398351, 0.122010], [-2.103297, 1.629403, -0.948978], [4.194007, -2.161475, 1.842766], [3.594143, -2.626394, -0.499830], [3.015796, -0.259166, 3.094806], [1.485840, -1.808922, -1.312200], [0.888720, 0.474096, 2.026734], [-0.659131, -0.890886, -1.020059], [-2.188273, 0.492964, -3.084459], [-3.281410, 0.065249, -2.132740], [-2.565120, 3.754822, -1.252690], [-1.091646, 3.189579, -2.103899], [0.121509, 1.590381, -0.111492], [-1.877156, 0.146135, 1.260621], [-1.157669, -1.103838, 1.815219], [-2.219775, -1.281634, 0.479716]],
  "atomic_forces_ev_per_a": [[1.259, -1.244, 1.922], [1.864, -1.446, -0.918], [-0.180, 1.641, 0.766], [-0.091, -0.360, 0.605], [2.634, -1.909, -1.186], [-3.118, 0.603, -1.265], [0.441, -0.007, 0.250], [-0.853, -1.227, -0.687], [0.308, 3.530, -2.132], [-3.168, -3.144, -0.941], [-1.927, 1.316, -2.849], [0.332, 0.045, 0.290], [0.799, -2.823, 1.732], [-0.214, 0.876, -0.600], [-0.349, 0.480, 0.488], [-0.346, -1.003, -0.865], [-0.565, -0.377, -1.898], [-2.109, 2.626, 2.352], [0.240, -0.598, 0.027], [1.559, 0.681, -1.331], [-1.127, -0.119, 0.987], [1.316, -0.545, -0.263], [-1.151, 0.486, 1.339], [2.262, 3.051, 2.010], [-0.547, 0.281, -0.490], [1.248, -1.666, 1.441], [1.483, 0.852, 1.218]],
  "mulliken_charge": [-0.45, -0.44, -0.59, -0.50, -0.51, 0.42, -0.53, -0.37, -0.47, -0.26, -0.27, -0.75, 0.64, 0.35, 0.36, 0.33, 0.40, 0.63, 0.53, 0.20, 0.24, 0.30, 0.30, 0.38, 0.35, 0.35, 0.37],
  "e_lumo_ha": -0.105,
  "fmax_ha_per_bohr": 0.0887,
  "charge": 1,
  "e_above_lowest_ev": 0.000,
  "smiles": "NP(N)(=O)N[C@H]([NH3+])c1ccccc1"
}